{"formula": "C19H49BClNO12PSi", "method": "ωB97M-V/def2-TZVPD", "total_charge": 1, "homo_lumo_gap_ev": 7.440, "spin_multiplicity": 1, "e_homo_ev": -11.7, "total_energy_ev": -76919.722, "species": ["C", "Si", "C", "C", "N", "C", "C", "P", "O", "C", "C", "O", "O", "B", "O", "O", "C", "C", "C", "C", "C", "Cl", "H", "H", "H", "H", "H", "H", "H", "H", "H", "H", "H", "H", "H", "H", "H", "H", "H", "H", "H", "H", "H", "C", "O", "H", "H", "H", "H", "C", "O", "H", "H", "H", "H", "C", "O", "H", "H", "H", "H", "C", "O", "H", "H", "H", "H", "C", "O", "H", "H", "H", "H", "C", "O", "H", "H", "H", "H", "C", "O", "H", "H", "H", "H"], "coordinates": [[-0.124881, -3.019598, 2.940831], [-1.465494, -2.350534, 1.831153], [-2.424947, -3.751406, 1.073291], [-2.646853, -1.306936, 2.852716], [-0.591117, -1.256504, 0.607378], [-0.614485, 0.058184, 0.895120], [0.008553, 1.005342, 0.137935], [-0.133666, 2.743147, 0.698460], [-1.517453, 3.044972, 1.127643], [0.684449, 0.573967, -0.995669], [1.329398, 1.545144, -1.941593], [0.643233, 2.056979, -2.776581], [2.633190, 1.822698, -1.825728], [3.327556, 1.226216, -0.745063], [3.322761, 1.934893, 0.413592], [4.011378, 0.042950, -0.899848], [0.731227, -0.774448, -1.281163], [0.089861, -1.689966, -0.472822], [0.137115, -3.125503, -0.874338], [-1.009281, -3.406803, -1.871211], [-1.411030, -4.871914, -1.906230], [-2.087997, -5.296600, -3.499207], [0.423368, -2.218716, 3.435948], [-0.567919, -3.655059, 3.703004], [0.612114, -3.601217, 2.386539], [-1.743796, -4.548334, 0.782904], [-3.065949, -3.492728, 0.235572], [-3.023887, -4.160374, 1.885112], [-2.221656, -1.014373, 3.807301], [-2.969986, -0.414560, 2.316151], [-3.546971, -1.898417, 2.992806], [-1.153601, 0.388131, 1.770301], [0.358885, 3.512227, -0.368367], [0.789233, 2.831737, 1.753509], [3.758943, 1.440336, 1.121862], [3.689763, -0.652608, -0.315871], [1.250197, -1.108661, -2.166856], [1.075118, -3.256694, -1.411078], [0.165520, -3.825253, -0.042120], [-1.860087, -2.813439, -1.542913], [-0.753216, -3.023008, -2.853465], [-0.561057, -5.519626, -1.707485], [-2.194159, -5.091792, -1.193216], [6.344558, 4.681807, 0.956984], [5.513679, 3.572630, 1.295118], [7.239257, 4.616149, 1.569642], [6.636376, 4.652774, -0.095448], [5.843717, 5.629344, 1.166331], [4.716428, 3.625126, 0.761350], [1.109009, 5.066710, -5.393693], [0.926737, 4.820164, -4.002284], [1.462111, 6.089274, -5.498543], [1.850999, 4.389239, -5.825130], [0.169944, 4.961725, -5.942097], [0.614811, 3.915655, -3.902435], [4.059049, 1.679515, -5.985707], [2.777861, 1.525141, -5.382772], [4.059157, 1.089584, -6.897938], [4.254929, 2.723912, -6.239988], [4.855019, 1.317018, -5.329971], [2.758478, 2.042522, -4.571647], [1.278986, 3.167675, 5.242602], [0.741545, 3.322465, 3.920952], [2.348596, 3.349011, 5.178712], [0.830831, 3.881132, 5.929311], [1.111868, 2.154379, 5.616335], [-0.208002, 3.173539, 3.978656], [-3.906867, -1.278360, -3.611886], [-3.140042, -1.089779, -2.416786], [-3.664543, -2.265859, -3.996545], [-4.976528, -1.231041, -3.402514], [-3.650508, -0.530232, -4.363365], [-3.348461, -0.215140, -2.073979], [-1.816372, 2.766043, 7.565338], [-0.678332, 3.584181, 7.807842], [-1.629780, 2.219324, 6.642414], [-1.970088, 2.045837, 8.372405], [-2.721115, 3.365398, 7.440252], [-0.833300, 4.071742, 8.622291], [-5.361414, -6.688141, -0.670066], [-4.002041, -6.351562, -0.944962], [-5.572618, -6.380142, 0.350702], [-6.042170, -6.165190, -1.345131], [-5.525861, -7.763881, -0.753379], [-3.808276, -6.621535, -1.849272]], "atomic_forces_ev_per_a": [[0.2, 0.3, -0.5], [-0.6, -0.8, 1.2], [0.6, 0.2, -0.1], [0.3, 0.2, -0.9], [-0.2, 0.0, 0.1], [-0.1, 0.3, 0.2], [0.4, 0.6, -0.3], [-0.6, 0.4, 0.6], [0.0, -0.2, 0.0], [0.4, -0.2, 0.1], [0.0, 0.7, -0.7], [0.0, -0.1, -0.1], [-0.3, -0.6, 0.4], [0.8, 0.1, 0.3], [-0.5, -0.4, 0.0], [-0.9, 0.1, -0.3], [0.1, 0.3, -0.3], [0.2, -0.3, -0.1], [0.2, -0.1, -0.5], [-0.5, 0.2, 0.7], [0.2, 0.1, -0.1], [0.0, -0.1, -0.1], [0.0, 0.1, 0.1], [-0.1, -0.1, 0.1], [0.0, -0.2, 0.0], [-0.1, -0.1, -0.1], [-0.1, 0.0, 0.0], [-0.2, 0.1, 0.1], [0.0, 0.0, 0.1], [-0.1, 0.1, 0.1], [0.0, -0.1, 0.2], [-0.1, -0.2, 0.1], [0.2, -0.2, 0.0], [0.3, 0.0, -0.3], [0.2, 0.4, 0.0], [0.5, 0.0, 0.1], [0.1, -0.2, 0.0], [0.2, -0.1, 0.1], [-0.2, 0.1, 0.2], [-0.2, 0.0, -0.3], [0.2, -0.1, -0.1], [0.1, -0.1, -0.2], [0.0, 0.0, 0.1], [-0.1, -0.1, 0.0], [0.0, 0.0, 0.0], [0.0, 0.0, 0.0], [0.0, 0.0, 0.0], [0.0, 0.0, 0.0], [0.0, 0.1, 0.0], [0.0, -0.1, 0.1], [0.0, 0.0, -0.1], [0.0, 0.0, 0.0], [0.0, 0.0, 0.0], [0.0, 0.0, 0.0], [0.0, 0.0, 0.0], [-0.1, 0.1, 0.2], [0.0, -0.1, 0.1], [0.0, 0.0, 0.0], [0.0, 0.0, 0.0], [0.0, 0.0, 0.0], [0.0, 0.1, 0.0], [0.0, 0.1, -0.2], [0.0, -0.3, 0.0], [0.0, 0.0, 0.0], [0.0, 0.0, 0.1], [0.0, 0.0, 0.1], [0.0, 0.2, 0.0], [0.0, 0.0, 0.1], [0.0, 0.1, 0.1], [0.0, 0.0, 0.0], [0.0, 0.0, 0.0], [0.0, 0.0, 0.0], [0.0, 0.0, 0.0], [0.1, 0.1, 0.1], [-0.1, -0.1, 0.0], [0.0, 0.0, 0.0], [0.0, 0.0, 0.0], [0.0, 0.0, 0.0], [0.1, 0.0, 0.0], [0.1, 0.0, -0.1], [-0.1, 0.0, 0.0], [0.0, 0.0, 0.0], [0.0, 0.0, 0.0], [0.0, 0.0, 0.0], [0.0, 0.0, 0.0]], "mulliken_charge": [-1.07, 0.16, -1.12, -1.37, 0.75, -0.74, -0.04, 0.66, -0.74, 0.59, -0.74, -0.59, -0.42, 1.07, -0.64, -0.50, -0.08, 0.41, -1.70, -0.29, -0.27, -0.21, 0.34, 0.41, 0.36, 0.29, 0.36, 0.57, 0.37, 0.43, 0.40, 0.55, 0.11, 0.09, 0.26, 0.31, 0.76, 0.66, 0.53, 0.02, 0.63, 0.37, 0.07, -0.56, -0.46, 0.21, 0.26, 0.27, 0.27, -0.41, -0.46, 0.25, 0.11, 0.26, 0.31, -0.57, -0.44, 0.25, 0.27, 0.23, 0.22, -0.57, -0.47, 0.27, 0.21, 0.23, 0.27, -0.65, -0.37, 0.22, 0.29, 0.28, 0.27, -0.44, -0.48, 0.08, 0.29, 0.29, 0.29, -0.64, -0.43, 0.21, 0.30, 0.28, 0.25]}

***

{"formula": "C3H9N3O2", "method": "ωB97M-V/def2-TZVPD", "homo_lumo_gap_ev": 9.933, "spin_multiplicity": 1, "relative_energy_ev": 1.793, "e_homo_ev": -9.5, "smiles": "[H]/N=C/NC.NC(=O)O", "total_energy_ev": -11822.267, "species": ["C", "N", "C", "N", "H", "H", "H", "H", "H", "H", "N", "C", "O", "O", "H", "H", "H"], "coordinates": [[-2.097801, -1.139937, -1.352957], [-0.689610, -0.802586, -1.451526], [-0.278546, 0.458944, -1.715163], [0.870568, 0.691301, -2.244849], [-2.319251, -2.229504, -1.364228], [-2.606094, -0.755506, -0.485477], [-2.638702, -0.761724, -2.242943], [-0.100876, -1.506417, -1.854765], [-0.934531, 1.244812, -1.317594], [0.972664, 1.773759, -2.303629], [1.364943, 1.184518, 1.876672], [1.443743, 0.264940, 2.939773], [1.074968, -0.945484, 2.580259], [1.825048, 0.574762, 4.053569], [1.598911, 0.808457, 0.956594], [1.984894, 1.943976, 2.137081], [0.529671, -0.804311, 1.789182]], "atomic_forces_ev_per_a": [[-1.0, -0.5, -1.3], [-0.4, -0.8, 0.5], [0.9, 0.7, 0.2], [-0.6, 2.5, 0.1], [0.8, 0.6, 0.1], [0.1, 0.4, 0.5], [0.1, -0.1, 0.4], [0.2, -0.2, -0.2], [-0.1, -0.2, -0.3], [0.0, -2.5, 0.1], [0.6, 0.0, 0.5], [1.1, 1.9, 1.0], [-1.0, -1.0, -0.3], [-0.5, -0.6, -1.3], [-0.1, 0.1, 0.3], [-0.3, 0.2, -0.3], [0.1, -0.6, 0.0]], "mulliken_charge": [-0.89, -0.21, 0.03, -0.71, 0.32, 0.29, 0.33, 0.27, 0.34, 0.26, -0.52, 0.67, -0.45, -0.56, 0.24, 0.26, 0.34]}

***

{"formula": "C38H76N5SSi", "method": "ωB97M-V/def2-TZVPD", "total_charge": 1, "homo_lumo_gap_ev": 4.400, "spin_multiplicity": 1, "e_homo_ev": -9.2, "total_energy_ev": -66791.389, "species": ["C", "Si", "C", "C", "C", "C", "C", "C", "C", "C", "C", "C", "C", "C", "N", "N", "S", "C", "C", "C", "C", "C", "C", "C", "H", "H", "H", "H", "H", "H", "H", "H", "H", "H", "H", "H", "H", "H", "H", "H", "H", "H", "H", "H", "H", "H", "H", "H", "H", "H", "H", "H", "H", "H", "H", "C", "C", "N", "C", "C", "C", "C", "H", "H", "H", "H", "H", "H", "H", "H", "H", "H", "H", "H", "H", "H", "H", "C", "C", "N", "C", "C", "C", "C", "H", "H", "H", "H", "H", "H", "H", "H", "H", "H", "H", "H", "H", "H", "H", "C", "C", "N", "C", "C", "C", "C", "H", "H", "H", "H", "H", "H", "H", "H", "H", "H", "H", "H", "H", "H", "H"], "coordinates": [[-1.846293, 1.519210, 0.073262], [-2.516344, -0.147830, -0.611392], [-1.179695, -1.525745, -0.378288], [-4.054766, -0.729463, 0.358171], [-4.313857, 0.017016, 1.737505], [-3.764446, -0.779465, 3.005239], [-2.267059, -0.439484, 3.349525], [-1.589290, -1.469697, 4.365328], [-0.402739, -2.300180, 3.661025], [0.900843, -2.390066, 4.537447], [2.202117, -1.867357, 3.820985], [2.020724, -0.551987, 3.015672], [2.116336, -0.583194, 1.534272], [1.926580, 0.735150, 0.864085], [1.717791, 1.901046, 1.501208], [1.645509, 1.839631, 2.798800], [1.320982, 3.389530, 3.583354], [1.784409, 0.775485, 3.638664], [-2.802692, -0.078676, -2.510507], [-2.218431, 1.048888, -3.222687], [-2.329256, 1.191736, -4.691420], [-3.054131, 0.136584, -5.401728], [-3.676205, -1.017844, -4.657057], [-3.558750, -1.153177, -3.207489], [-1.324293, 1.374480, 1.067740], [-1.085063, 1.978070, -0.609102], [-2.674718, 2.253989, 0.288957], [-0.291369, -1.299585, -1.025311], [-1.664624, -2.509317, -0.613935], [-0.831226, -1.516295, 0.687945], [-4.991771, -0.629909, -0.253922], [-3.934952, -1.825920, 0.604455], [-5.435077, 0.026671, 1.883435], [-4.002618, 1.094770, 1.749457], [-4.392560, -0.434389, 3.879356], [-3.946870, -1.880907, 2.904949], [-1.697014, -0.335117, 2.391157], [-2.254339, 0.555036, 3.888222], [-2.354184, -2.203948, 4.739873], [-1.129206, -0.880086, 5.210954], [-0.850020, -3.315629, 3.457456], [-0.248757, -1.827770, 2.658849], [0.777237, -1.903089, 5.538766], [1.074006, -3.483883, 4.756426], [2.991091, -1.672865, 4.599717], [2.654641, -2.623235, 3.116702], [2.306845, -1.524983, 0.978536], [2.002919, 0.755300, -0.251880], [0.518156, 2.992436, 4.639504], [1.731274, 0.848284, 4.744501], [-1.645439, 1.832255, -2.681232], [-1.864933, 2.062305, -5.214046], [-3.120394, 0.214989, -6.509924], [-4.214896, -1.822692, -5.220565], [-3.978104, -2.003584, -2.625687], [8.133591, -6.694001, 4.907304], [7.269990, -5.555827, 5.433990], [6.340076, -5.016039, 4.450699], [5.710254, -3.776248, 4.879716], [4.784566, -3.834429, 6.096560], [5.449891, -5.978482, 3.815197], [4.520195, -6.794479, 4.717799], [8.696583, -6.386450, 4.023663], [8.850407, -6.996610, 5.673313], [7.541064, -7.575504, 4.654348], [7.949727, -4.755995, 5.744322], [6.753065, -5.897535, 6.341384], [5.158757, -3.341650, 4.037359], [6.504358, -3.052359, 5.094516], [3.818300, -4.275013, 5.847541], [4.585316, -2.818560, 6.452756], [5.219724, -4.389623, 6.927765], [6.058191, -6.677226, 3.236210], [4.845072, -5.464517, 3.060277], [5.023770, -7.162403, 5.613365], [4.149502, -7.665445, 4.171158], [3.645817, -6.219468, 5.024589], [-6.874991, 0.334000, -6.853404], [-6.398881, 0.006249, -8.261921], [-6.049150, -1.393922, -8.454755], [-5.358570, -1.644074, -9.714998], [-6.130888, -1.397798, -11.013135], [-7.078552, -2.364372, -8.106046], [-8.423386, -2.268569, -8.831256], [-6.126783, 0.049217, -6.110049], [-7.050562, 1.408176, -6.761753], [-7.815069, -0.166506, -6.612135], [-5.508670, 0.615938, -8.448839], [-7.162555, 0.339973, -8.977968], [-4.981658, -2.671944, -9.719182], [-4.459479, -1.017520, -9.734214], [-6.846845, -2.194269, -11.214470], [-5.433204, -1.382176, -11.854675], [-6.659093, -0.443291, -11.011170], [-7.267679, -2.292703, -7.031575], [-6.679060, -3.374801, -8.238401], [-8.778268, -1.240105, -8.920413], [-9.180693, -2.827894, -8.275476], [-8.377389, -2.705905, -9.828422], [2.930388, 9.899380, 1.487443], [3.065401, 8.461945, 1.971275], [3.164999, 7.483835, 0.896588], [3.035598, 6.110648, 1.359414], [4.119982, 5.566180, 2.294421], [4.219708, 7.713438, -0.082902], [5.662561, 7.776616, 0.425165], [2.068468, 10.014570, 0.827012], [2.789126, 10.563728, 2.342542], [3.822947, 10.239758, 0.959058], [2.171122, 8.238283, 2.562425], [3.919732, 8.401620, 2.659998], [2.952271, 5.446171, 0.492482], [2.070648, 6.020236, 1.873547], [5.035631, 5.327695, 1.754184], [3.772719, 4.634102, 2.751878], [4.359843, 6.255965, 3.104615], [4.003797, 8.647924, -0.605962], [4.155556, 6.950621, -0.865328], [5.757937, 8.360287, 1.342678], [6.296654, 8.249193, -0.329147], [6.073040, 6.782469, 0.603714]], "atomic_forces_ev_per_a": [[0.2, 0.3, 0.6], [0.3, -0.5, -0.4], [0.0, 0.6, 0.3], [-0.3, 0.1, 0.6], [-1.0, -1.0, 0.5], [-0.2, 1.2, 0.2], [-0.4, -0.2, 0.8], [0.7, 0.2, -1.0], [-1.3, 0.1, 0.4], [0.0, -1.0, -0.4], [0.5, 0.6, 0.1], [0.0, 0.9, -1.9], [-0.8, 3.1, 2.5], [0.7, -2.2, 0.6], [0.1, -1.8, -0.9], [-0.5, -0.5, 3.1], [-0.2, 0.5, 0.1], [0.5, -3.0, -2.5], [-0.3, 0.3, -1.0], [-0.9, -1.2, -1.8], [-1.2, -2.5, 1.5], [0.2, -0.1, 2.4], [1.1, 1.2, 0.7], [1.5, 2.8, -1.7], [-0.5, 0.0, -1.0], [-0.8, -0.3, 0.5], [0.9, -0.6, -0.5], [-0.8, -0.5, 0.4], [0.7, 0.8, 0.1], [-0.3, -0.2, -0.8], [1.0, -0.1, 0.4], [-0.2, 1.0, -0.4], [1.1, 0.1, -0.2], [0.0, -1.0, 0.0], [0.7, -0.5, -0.8], [0.3, 0.9, -0.1], [-0.2, -0.2, 0.9], [-0.1, -0.8, -0.9], [0.7, 0.9, -0.1], [-0.7, -0.8, -0.6], [0.9, 0.9, 0.1], [0.3, -0.4, 0.9], [0.0, -0.2, -1.0], [0.0, 1.2, -0.1], [-0.7, -0.2, -0.7], [-0.7, 0.7, 0.7], [-0.2, 0.9, 0.4], [-0.2, 0.4, 1.2], [0.5, -0.3, -1.0], [0.0, 0.5, -1.1], [-0.6, -0.7, -0.4], [-0.5, -1.0, 0.5], [-0.2, -0.3, 1.0], [0.6, 1.0, 0.4], [0.3, 0.7, -0.7], [-0.1, -0.1, -0.1], [0.1, -0.2, 0.0], [-0.1, 0.3, -0.2], [0.2, 0.1, 0.1], [-0.3, 0.2, 0.0], [0.1, -0.3, -0.1], [-0.2, -0.1, -0.1], [-0.1, 0.0, 0.0], [-0.1, 0.0, 0.0], [0.0, 0.0, 0.0], [-0.2, 0.1, 0.0], [0.0, 0.0, 0.1], [0.0, -0.2, -0.1], [0.1, -0.1, 0.0], [0.0, -0.1, 0.1], [0.0, 0.0, 0.0], [0.0, 0.0, 0.0], [0.1, 0.0, 0.1], [0.1, 0.2, 0.1], [0.0, 0.0, 0.0], [0.0, 0.0, 0.0], [0.1, 0.0, 0.1], [-0.1, -0.1, 0.0], [-0.1, 0.0, 0.1], [0.3, -0.2, 0.0], [0.2, 0.1, 0.0], [0.0, -0.1, -0.2], [-0.1, 0.0, 0.2], [-0.1, -0.2, -0.1], [0.0, 0.0, 0.0], [0.0, 0.0, 0.0], [0.0, 0.0, 0.0], [0.0, -0.2, -0.2], [0.0, 0.1, 0.0], [-0.1, 0.0, 0.1], [-0.1, 0.1, 0.1], [0.0, 0.1, 0.0], [0.0, 0.0, 0.0], [0.0, 0.0, 0.0], [0.0, 0.1, 0.0], [0.2, 0.1, -0.1], [0.0, 0.0, 0.0], [0.0, 0.0, 0.0], [0.0, 0.1, 0.0], [0.1, 0.0, -0.1], [0.0, 0.2, 0.0], [-0.2, -0.3, -0.1], [-0.2, 0.0, 0.1], [0.1, -0.2, 0.0], [0.1, 0.3, -0.2], [0.2, -0.1, -0.1], [0.1, -0.1, 0.0], [0.0, -0.1, 0.0], [-0.1, 0.0, 0.0], [0.1, -0.2, -0.1], [0.0, 0.1, 0.1], [0.1, 0.1, -0.1], [0.0, 0.2, 0.0], [0.0, 0.1, 0.1], [0.1, 0.0, 0.0], [0.0, 0.0, 0.0], [-0.1, 0.0, 0.1], [-0.1, -0.1, 0.2], [0.0, 0.0, 0.0], [0.0, 0.0, 0.0], [0.0, 0.1, 0.1]], "mulliken_charge": [-0.93, 0.04, -0.28, -0.66, -0.58, -1.02, 0.74, -0.87, 0.77, -0.92, -0.58, 0.28, -0.21, -0.50, -0.74, 0.68, -0.05, 0.06, 0.45, -0.18, -0.64, -0.44, -0.59, -0.28, 0.09, 0.36, 0.38, 0.31, 0.39, -0.44, 0.49, 0.34, 0.39, 0.20, 0.37, 0.38, -0.84, 0.30, 0.38, 0.34, 0.52, -0.93, 0.37, 0.24, 0.33, 0.24, 0.44, 0.40, 0.15, 0.53, 0.15, 0.37, 0.39, 0.39, 0.35, -1.42, -0.31, 0.12, -0.69, -0.88, -0.66, -0.89, 0.33, 0.43, 0.30, 0.42, 0.26, 0.33, 0.37, 0.06, 0.40, 0.35, 0.37, 0.30, 0.24, 0.38, 0.19, -1.25, -0.46, 0.25, -0.66, -0.99, -0.75, -1.04, 0.16, 0.43, 0.31, 0.45, 0.24, 0.39, 0.35, 0.22, 0.41, 0.26, 0.33, 0.44, 0.25, 0.38, 0.27, -1.43, -0.29, 0.12, -0.71, -0.78, -0.70, -0.95, 0.33, 0.43, 0.31, 0.39, 0.24, 0.29, 0.42, 0.24, 0.23, 0.26, 0.40, 0.33, 0.25, 0.37, 0.28]}